Molecular formula: C29H34NO5SbTa
Method: DFT, ωB97M-V/def2-TZVPD

Each line ends with the Löwdin charge.
Positions of all 71 atoms, in Å:
Ta1 -0.849 1.365 0.419  1.825
C1 2.219 3.976 -1.418  0.031
C2 1.112 3.852 -0.387  -0.471
C3 0.669 5.165 0.235  0.027
O1 1.425 2.868 0.662  -0.072
C4 -0.084 3.042 -0.870  -0.562
O2 -1.198 3.233 -0.338  0.028
O3 0.108 1.889 -1.342  -0.096
H1 3.108 4.415 -0.972  0.114
H2 1.892 4.633 -2.221  0.118
H3 2.469 3.008 -1.851  0.087
H4 1.522 5.705 0.642  0.117
H5 -0.052 4.987 1.035  0.101
H6 0.190 5.786 -0.521  0.122
H7 1.917 3.337 1.359  0.156
C5 -2.011 1.211 4.058  0.088
C6 -1.413 1.077 2.728  -0.591
O4 -0.433 1.775 2.328  -0.067
O5 -1.861 0.289 1.831  -0.095
H8 -2.805 1.963 3.991  0.138
H9 -1.284 1.573 4.783  0.126
H10 -2.473 0.284 4.391  0.125
C7 5.564 -0.267 -2.061  -0.024
C8 4.668 -1.294 -2.309  -0.033
C9 3.403 -1.269 -1.746  -0.105
C10 3.052 -0.211 -0.917  -0.319
C11 3.938 0.830 -0.665  -0.138
C12 5.193 0.800 -1.257  -0.043
Sb1 1.179 -0.467 0.165  1.647
C13 0.135 -1.960 -1.022  -0.369
C14 -0.109 -3.279 -0.661  -0.095
C15 -0.712 -4.127 -1.583  -0.044
C16 -1.069 -3.670 -2.841  -0.038
C17 -0.822 -2.349 -3.192  -0.065
C18 -0.217 -1.491 -2.289  -0.169
C19 1.661 -0.988 2.210  -0.355
C20 0.677 -1.523 3.034  -0.150
C21 1.005 -1.842 4.343  -0.049
C22 2.293 -1.625 4.814  -0.026
C23 3.263 -1.085 3.984  -0.033
C24 2.953 -0.761 2.671  -0.100
H11 6.553 -0.296 -2.490  0.128
H12 4.955 -2.122 -2.939  0.127
H13 2.701 -2.070 -1.931  0.098
H14 3.664 1.665 -0.030  0.089
H15 5.893 1.605 -1.083  0.124
H16 0.180 -3.662 0.308  0.113
H17 -0.886 -5.159 -1.318  0.126
H18 -1.519 -4.343 -3.557  0.128
H19 -1.080 -1.989 -4.174  0.123
H20 -0.005 -0.465 -2.577  0.094
H21 -0.326 -1.713 2.656  0.097
H22 0.256 -2.261 4.998  0.122
H23 2.536 -1.878 5.835  0.128
H24 4.262 -0.912 4.357  0.127
H25 3.713 -0.357 2.008  0.102
C25 -5.693 0.000 -1.021  0.011
C26 -4.453 -0.867 -1.323  -0.549
C27 -4.552 -1.464 -2.734  0.016
C28 -4.274 -1.966 -0.242  0.013
C29 -3.292 -0.093 -1.120  -0.011
N1 -2.315 0.455 -0.805  0.131
H26 -6.571 -0.642 -1.051  0.116
H27 -5.822 0.785 -1.760  0.105
H28 -5.634 0.456 -0.037  0.098
H29 -5.428 -2.108 -2.780  0.116
H30 -3.674 -2.054 -2.981  0.075
H31 -4.671 -0.679 -3.474  0.106
H32 -5.146 -2.615 -0.274  0.118
H33 -4.200 -1.540 0.756  0.096
H34 -3.390 -2.566 -0.439  0.089

Computed properties:
energy	-50415.6424	eV
net charge	+3